[1]
Entry from the OMol25 dataset: a molecular structure, C34H37FeN5 at a distorted geometry (ωB97M-V/def2-TZVPD).

CARTESIAN COORDINATES (ANGSTROEM)
C -0.04 0.27 -3.42
C -0.19 -3.34 2.30
C 1.02 2.59 -1.26
C -1.42 2.10 -4.10
H 0.02 3.02 -1.42
H 4.12 1.07 -0.51
H -1.32 4.37 -5.54
H -3.12 1.26 -2.45
C 3.22 0.43 -0.59
H 4.01 -0.29 2.02
H -2.38 2.62 -3.98
H 0.51 -4.92 5.71
H -1.46 2.81 2.07
H 0.44 -4.22 -2.92
C -3.69 -0.48 3.58
C 0.90 -2.90 3.12
C 1.02 1.72 -0.06
H 1.36 1.85 -6.06
H 1.20 2.45 4.14
H 0.20 3.98 -6.38
C 0.69 1.60 3.67
C 1.70 -1.86 2.72
C 1.03 1.49 2.25
C 3.20 0.24 2.51
C -1.09 -4.23 2.80
H -0.39 1.73 3.82
N 1.17 -3.50 4.35
H 1.78 -1.71 1.61
Fe 0.04 -0.40 0.09
H -1.32 3.25 -6.91
C -0.50 -1.42 -1.61
H 2.82 0.42 -5.30
C -1.30 -0.58 3.21
H -4.56 -0.62 4.22
C 0.66 1.66 -5.24
C -0.72 3.09 1.30
C -3.80 -0.01 2.27
C -1.21 1.02 -3.24
C 2.21 0.83 1.75
H 2.91 0.45 -1.65
H 1.73 3.44 -1.20
H 3.54 -0.59 -0.35
C -0.87 -4.77 4.07
H 2.85 -0.27 -3.67
H 2.34 -1.32 3.45
C 2.11 0.83 0.29
C 0.33 2.06 1.17
C 2.23 -0.14 -4.57
C 0.11 -3.21 -2.76
H -0.39 -2.72 1.40
C -2.14 -1.20 5.41
C -0.50 2.43 -5.09
N -0.01 -1.03 -2.89
C -2.67 0.00 1.46
H -0.28 -0.70 3.57
N -1.44 -0.39 1.87
C 0.42 -2.17 -3.57
C 0.31 -4.41 4.76
C -0.75 3.57 -6.03
H 0.70 -2.13 -4.60
C -2.40 -0.76 4.06
H -1.99 -4.43 2.22
C -2.23 0.66 -2.21
H 1.27 2.01 -2.15
H 2.10 -1.12 -5.03
N -0.59 -2.74 -1.65
H 1.00 0.70 4.22
H -2.51 -0.40 -2.21
C 0.95 0.60 -4.39
N -1.86 -1.56 6.50
H 3.34 0.57 3.54
H -1.52 -5.52 4.49
H -0.28 4.07 1.60
H -4.75 0.32 1.84
H -1.25 3.24 0.35
H -1.92 0.94 -1.19
H -2.72 0.33 0.42

total charge: -1
LUMO level (alpha / beta): 0.079 / 0.078 Ha
2S+1: 6
energy: -77691.6372 eV
E_HOMO (alpha / beta): -2.28 / -2.28 eV



[2]
Entry from the OMol25 dataset: a molecular structure, C30H22FN5O3RuS (ωB97M-V/def2-TZVPD).

CARTESIAN COORDINATES (ANGSTROEM)
C 3.48 1.20 1.29
C 2.24 0.08 -3.24
C 4.05 1.63 -3.31
C -0.63 -3.34 -1.46
H 3.88 -0.09 -4.60
H 1.74 -0.81 -3.59
C -0.07 3.90 1.41
C -3.11 -1.29 -2.48
C -1.99 2.23 2.51
H 5.00 2.60 1.97
H -2.69 -1.03 -3.45
C 2.15 1.86 3.63
H -4.37 -2.10 1.00
H -0.64 5.31 2.92
H 1.63 2.14 4.54
C 1.51 2.69 -0.75
C 3.44 0.49 -3.80
H -2.69 -6.06 0.38
N -1.44 0.59 0.71
C -0.82 4.33 2.50
C -4.05 -1.91 -0.02
H 2.40 -0.81 -0.06
O -0.63 -2.18 0.55
C -0.27 2.64 0.87
C 1.60 0.95 2.74
C -1.06 -4.50 -2.13
C -2.49 -0.24 0.98
C -4.59 -2.55 -1.11
H -4.50 -2.73 -3.26
H 0.65 0.49 2.96
N 1.65 0.74 -2.25
O 1.96 3.81 -0.51
H 1.23 -1.22 1.18
H 4.01 0.95 0.38
C 4.05 2.12 2.17
N 0.45 2.08 -0.21
H 4.99 1.97 -3.72
Ru 0.04 0.12 -0.58
H 0.69 4.54 0.99
C 1.65 -0.39 0.61
H 3.81 3.25 -1.88
C -4.11 -2.24 -2.38
C -2.11 -5.32 -0.16
C -1.78 -5.48 -1.50
N -2.59 -0.66 -1.43
C -1.25 1.79 1.41
N -0.99 -3.22 -0.14
F 3.91 3.34 4.19
O -3.08 -0.35 2.05
C -3.04 -0.97 -0.22
C -1.78 3.49 3.05
H -2.36 3.81 3.91
H -0.78 -4.58 -3.17
C 2.25 0.60 1.55
S 0.27 -2.09 -2.19
C 2.21 1.86 -1.80
C -1.71 -4.18 0.48
H -2.73 1.57 2.95
H -2.09 -6.37 -2.05
H -5.37 -3.29 -0.98
C 3.42 2.34 -2.30
H -1.92 -3.95 1.52
C 3.36 2.44 3.32

total charge: -1
LUMO level (alpha / beta): 0.096 / 0.095 Ha
2S+1: 2
energy: -61196.6346 eV
E_HOMO (alpha / beta): -4.12 / -3.98 eV



[3]
Entry from the OMol25 dataset: a molecular structure, C16H45O15P3Si2 at a distorted geometry (ωB97M-V/def2-TZVPD).

CARTESIAN COORDINATES (ANGSTROEM)
C -0.17 0.82 3.78
H -5.84 -8.91 2.46
H 2.48 9.77 -2.28
H 0.05 -9.57 0.67
H 0.07 -0.56 1.12
H 1.76 1.72 -4.67
H 6.57 2.79 -2.08
O 0.42 0.87 5.00
H -3.45 1.80 2.56
H -2.17 -4.25 1.94
O -2.90 -9.54 3.11
H -1.80 1.83 1.61
O -1.99 -9.55 0.88
H 0.72 2.76 -3.66
H 4.36 9.64 -6.21
C -2.49 1.15 2.29
H -0.50 -9.20 2.32
H -2.21 1.51 4.53
C 4.44 6.04 -5.43
P -3.11 -8.59 1.78
H 3.62 5.33 -5.44
H -3.01 -4.07 4.12
H 4.35 6.73 -6.27
O 4.43 6.77 -4.22
C -5.10 -0.34 3.83
H -3.67 -11.16 2.04
H 2.78 1.11 -0.48
O 3.83 9.06 -4.32
H 1.30 -2.59 2.19
Si -4.53 -1.06 2.09
H -4.41 -0.68 4.70
C 3.53 9.75 -5.52
P 4.03 2.31 -3.25
H -3.38 0.39 0.34
H -2.58 -11.55 3.40
O 2.69 3.32 -3.67
H -2.10 -0.76 1.10
Si -2.83 -3.30 2.88
O -4.24 -7.63 2.68
O -4.33 -2.81 2.11
C -5.58 -7.86 2.30
C -0.70 -9.79 1.43
C -1.82 0.72 3.73
O 1.54 8.60 -3.75
C 6.15 1.83 -1.78
H -6.24 -0.68 3.95
H 0.71 9.63 -2.18
H -2.17 -0.33 4.13
H -1.91 -2.18 3.01
H -5.17 0.85 3.71
C 0.91 -0.36 1.93
P 2.98 7.68 -3.98
H 1.45 10.62 -3.45
C -3.02 -0.09 1.37
H -5.68 -0.80 1.19
H 1.92 -0.25 1.30
H 2.48 2.73 -1.14
H 6.96 1.13 -1.56
H 2.11 -1.56 3.55
H 5.39 5.50 -5.51
C 2.36 1.66 -1.32
C 1.56 9.71 -2.86
O 5.37 1.30 -2.83
O 0.72 0.93 2.62
C -3.37 -10.88 3.05
O -2.12 -7.42 1.83
C 1.12 -1.65 2.91
H -5.72 -7.59 1.25
O 4.21 1.90 -4.71
O 3.07 7.39 -2.48
C 1.58 2.75 -4.34
H 3.39 10.81 -5.30
H -6.23 -7.23 2.92
H 2.62 9.36 -6.00
H 1.34 3.37 -5.21
O 3.01 1.25 -2.51
H -0.63 -10.85 1.68
H -4.23 -10.97 3.72
H 0.19 -1.93 3.57
H 1.29 1.42 -1.40
H 5.53 1.95 -0.88

LUMO level: -0.114 Ha
energy: -91643.2369 eV
E_HOMO: -9.50 eV



[4]
Entry from the OMol25 dataset: a single C2H2Cl2OS molecule at a distorted geometry (ωB97M-V/def2-TZVPD).

CARTESIAN COORDINATES (ANGSTROEM)
C -0.51 0.21 -0.03
Cl -2.07 -0.44 0.07
S -0.54 2.33 0.01
O 0.54 -1.87 -0.11
C 0.59 -0.52 -0.13
Cl 2.16 0.19 -0.27
H -1.55 2.34 0.85
H 1.38 -2.24 -0.39

LUMO level: 0.006 Ha
energy: -40032.2954 eV
SMILES string: O/C(Cl)=C(/S)Cl
E_HOMO: -8.95 eV



[5]
Entry from the OMol25 dataset: a single C3H4N2O molecule at a distorted geometry (ωB97M-V/def2-TZVPD).

CARTESIAN COORDINATES (ANGSTROEM)
C 0.69 0.00 -0.70
C -0.07 1.25 -0.60
H 0.20 2.23 -0.97
O 1.54 -0.14 0.54
N -1.29 -0.26 0.30
N -1.22 1.10 -0.02
H -0.02 -1.95 0.08
H 2.18 -0.83 0.37
C -0.21 -0.90 -0.12
H -1.81 -0.50 1.12

LUMO level: 0.012 Ha
energy: -8199.2107 eV
SMILES string: Oc1cn[nH]c1
E_HOMO: -8.12 eV



[6]
Entry from the OMol25 dataset: a molecular structure, C14H32ErNO2P2Si at a distorted geometry (ωB97M-V/def2-TZVPD).

CARTESIAN COORDINATES (ANGSTROEM)
C -2.12 1.42 -2.14
C 0.12 -2.17 4.90
H 4.48 -0.80 1.15
P -2.34 0.76 -0.43
H 1.96 -0.78 2.15
H 3.73 1.04 -2.33
C 0.65 2.36 -4.54
C -1.77 -0.30 3.20
C 3.20 -1.55 -1.59
H 1.79 0.03 3.70
C 4.41 0.00 0.40
H -3.52 -1.28 0.19
H -2.50 -0.68 2.47
H -0.62 -2.95 5.12
H -2.26 -0.32 4.19
H -1.56 0.75 2.97
H -0.38 -2.14 0.02
H 3.11 -2.48 -1.01
H -4.43 -0.35 -1.02
H -3.01 -1.32 -1.51
H 5.24 -0.10 -0.32
H 3.16 2.18 -1.09
C 1.23 -0.25 2.79
H -2.39 -3.16 -4.92
H -3.42 1.83 1.44
O -2.57 -3.97 -4.42
H -1.51 2.31 -4.53
Si -0.24 -1.39 3.22
C 1.79 2.08 -3.78
N 0.40 1.30 -1.98
H -2.65 2.39 -2.16
H -0.46 -2.65 2.45
Er 0.32 0.58 0.25
H -1.69 -4.33 -4.25
C -3.43 -0.68 -0.72
P 2.82 -0.15 -0.48
H 1.11 -2.65 4.89
C 2.88 1.28 -1.67
H -4.52 1.75 0.02
H 4.22 -1.46 -1.96
H 2.49 -1.59 -2.43
H 0.96 0.76 2.38
C 1.64 1.56 -2.51
C -3.49 1.95 0.35
C -0.60 2.10 -3.98
H -3.19 2.97 0.08
H 0.10 -1.44 5.72
H 4.47 0.97 0.92
O -0.21 -1.37 0.59
C -0.72 1.58 -2.70
H -2.69 0.76 -2.79
H 2.80 2.24 -4.19
H 0.75 2.80 -5.52

total charge: +2
LUMO level (alpha / beta): -0.249 / -0.247 Ha
2S+1: 4
energy: -74686.4419 eV
E_HOMO (alpha / beta): -14.97 / -14.98 eV



[7]
Entry from the OMol25 dataset: a molecular structure, C13H25AsMnN4SSi2 (ωB97M-V/def2-TZVPD).

CARTESIAN COORDINATES (ANGSTROEM)
H -3.94 -1.96 -4.37
H 2.59 3.08 -0.19
N -3.06 -0.22 2.23
Si 1.73 -1.36 -1.11
N -2.73 -0.29 0.92
H -4.01 -1.86 0.56
H -2.68 2.03 4.46
H 0.46 2.49 3.46
C 1.99 3.19 0.72
H 3.30 -3.08 -0.44
H 2.10 0.57 -2.60
C 0.48 -2.29 -2.09
H 3.44 0.39 -1.46
H -0.15 -1.65 -2.70
H -4.37 -2.50 -1.97
S -1.76 2.15 1.86
H 3.31 -0.68 -2.86
C -2.50 -0.43 -3.90
N -2.93 1.15 4.04
C -2.65 0.90 2.76
H -1.11 0.98 -3.06
H -2.30 -0.16 -4.92
C 2.61 -2.42 0.10
N -2.08 -0.08 -1.58
Si 2.03 1.66 1.76
H 3.20 -1.85 0.81
H 1.02 0.84 3.85
H 4.05 0.59 0.77
H 4.34 1.26 2.38
H 2.10 2.22 4.09
C 3.62 0.71 1.77
C -2.99 -1.03 -1.27
H -3.48 0.49 4.56
C -3.66 -1.74 -2.25
C 1.32 1.81 3.44
As 0.53 0.33 0.25
Mn -1.55 0.97 0.02
H 0.96 3.43 0.43
H 2.38 4.05 1.27
H -0.15 -2.90 -1.44
C -3.29 -1.15 0.16
H 1.91 -3.05 0.64
C -3.41 -1.43 -3.58
H 1.01 -2.97 -2.77
H 3.47 -0.26 2.23
C -1.85 0.21 -2.86
C 2.73 -0.15 -2.09

total charge: +2
LUMO level (alpha / beta): -0.317 / -0.318 Ha
2S+1: 2
energy: -138581.4884 eV
E_HOMO (alpha / beta): -14.75 / -14.73 eV



[8]
Entry from the OMol25 dataset: a gas-phase ion, C6H14NO (charge -1) at a distorted geometry (ωB97M-V/def2-TZVPD).

CARTESIAN COORDINATES (ANGSTROEM)
H 1.58 -0.18 -0.03
H 0.91 -3.71 0.29
C 1.35 -2.63 -0.06
C 0.51 -0.41 -0.45
C -1.07 -2.21 -0.81
C -0.31 0.93 -0.13
H -0.23 -1.93 1.09
C -0.14 1.63 1.40
H -1.90 -1.55 -0.70
O -0.78 2.80 1.33
H 2.07 -2.13 0.62
H -0.76 0.83 1.97
H -0.35 2.32 -1.80
H -1.35 0.64 -0.34
H -0.77 -2.19 -1.90
H 1.81 -2.67 -1.09
H -1.34 -3.18 -0.66
N 0.28 2.00 -1.10
H 0.28 2.87 -0.45
H 0.88 1.71 1.76
C 0.14 -1.76 0.02
H 0.61 -0.63 -1.57

total charge: -1
LUMO level: 0.133 Ha
energy: -9984.7554 eV
SMILES string: CC(C)C[C@H](N)C[O-]
E_HOMO: -2.55 eV



Copy entry 1 word for word.
Entry from the OMol25 dataset: a molecular structure, C34H37FeN5 at a distorted geometry (ωB97M-V/def2-TZVPD).

CARTESIAN COORDINATES (ANGSTROEM)
C -0.04 0.27 -3.42
C -0.19 -3.34 2.30
C 1.02 2.59 -1.26
C -1.42 2.10 -4.10
H 0.02 3.02 -1.42
H 4.12 1.07 -0.51
H -1.32 4.37 -5.54
H -3.12 1.26 -2.45
C 3.22 0.43 -0.59
H 4.01 -0.29 2.02
H -2.38 2.62 -3.98
H 0.51 -4.92 5.71
H -1.46 2.81 2.07
H 0.44 -4.22 -2.92
C -3.69 -0.48 3.58
C 0.90 -2.90 3.12
C 1.02 1.72 -0.06
H 1.36 1.85 -6.06
H 1.20 2.45 4.14
H 0.20 3.98 -6.38
C 0.69 1.60 3.67
C 1.70 -1.86 2.72
C 1.03 1.49 2.25
C 3.20 0.24 2.51
C -1.09 -4.23 2.80
H -0.39 1.73 3.82
N 1.17 -3.50 4.35
H 1.78 -1.71 1.61
Fe 0.04 -0.40 0.09
H -1.32 3.25 -6.91
C -0.50 -1.42 -1.61
H 2.82 0.42 -5.30
C -1.30 -0.58 3.21
H -4.56 -0.62 4.22
C 0.66 1.66 -5.24
C -0.72 3.09 1.30
C -3.80 -0.01 2.27
C -1.21 1.02 -3.24
C 2.21 0.83 1.75
H 2.91 0.45 -1.65
H 1.73 3.44 -1.20
H 3.54 -0.59 -0.35
C -0.87 -4.77 4.07
H 2.85 -0.27 -3.67
H 2.34 -1.32 3.45
C 2.11 0.83 0.29
C 0.33 2.06 1.17
C 2.23 -0.14 -4.57
C 0.11 -3.21 -2.76
H -0.39 -2.72 1.40
C -2.14 -1.20 5.41
C -0.50 2.43 -5.09
N -0.01 -1.03 -2.89
C -2.67 0.00 1.46
H -0.28 -0.70 3.57
N -1.44 -0.39 1.87
C 0.42 -2.17 -3.57
C 0.31 -4.41 4.76
C -0.75 3.57 -6.03
H 0.70 -2.13 -4.60
C -2.40 -0.76 4.06
H -1.99 -4.43 2.22
C -2.23 0.66 -2.21
H 1.27 2.01 -2.15
H 2.10 -1.12 -5.03
N -0.59 -2.74 -1.65
H 1.00 0.70 4.22
H -2.51 -0.40 -2.21
C 0.95 0.60 -4.39
N -1.86 -1.56 6.50
H 3.34 0.57 3.54
H -1.52 -5.52 4.49
H -0.28 4.07 1.60
H -4.75 0.32 1.84
H -1.25 3.24 0.35
H -1.92 0.94 -1.19
H -2.72 0.33 0.42

total charge: -1
LUMO level (alpha / beta): 0.079 / 0.078 Ha
2S+1: 6
energy: -77691.6372 eV
E_HOMO (alpha / beta): -2.28 / -2.28 eV



What is the energy in the fourth record?
-40032.2954 eV



What is the energy in the fourth record?
-40032.2954 eV



What is the formula in the sixth record?
C14H32ErNO2P2Si